A cluster of 7 separate species, C27H48BrNO22P2 in total, computed with ωB97M-V with the def2-TZVPD basis set.

Results
- E_tot (eV) = -163931.3935
- HOMO energy (eV) = -8.6
- M (g mol⁻¹) = 880.5
- frontier orbital gap (hartree) = 0.2688
- 2S+1 = 1
- LUMO (eV) = -1.289
- structure (SMILES) = NP(O)C1=C([PH2]=O)C(=O)C=C(CCCBr)C1=O.COC(=O)OC.COC(=O)OC.COC(=O)OC.COC(=O)OC.COC(=O)OC.COC(=O)OC

Last column: Löwdin charge in e.
Atoms and positions in Å:
N: 3.5546 2.9526 -0.3647  -0.17
P: 1.8445 3.0640 -0.0051  0.88
O: 1.4155 1.4878 0.4508  -0.35
C: 0.8719 3.4973 -1.5426  -0.26
C: 1.1155 3.0387 -2.7736  -0.24
P: 2.4596 1.8488 -3.1758  0.72
O: 3.6195 2.5050 -3.8380  -0.43
C: 0.2066 3.5166 -3.9289  -0.38
O: 0.6110 3.8375 -4.9920  0.14
C: -1.2731 3.5780 -3.5457  0.03
C: -1.5253 4.0281 -2.3241  -0.18
C: -2.9770 4.0820 -1.8374  -0.13
C: -3.1392 3.1936 -0.5672  -0.25
C: -3.4167 1.7012 -0.8339  -0.56
Br: -1.9208 0.7130 -1.6499  0.65
C: -0.3442 4.4402 -1.4421  -0.37
O: -0.3582 5.4145 -0.7764  0.15
H: 3.7958 1.9613 -0.4369  0.00
H: 3.7803 3.3890 -1.2625  0.03
H: 1.4955 1.5347 1.4155  0.03
H: 2.8258 1.0458 -2.0702  0.00
H: 1.8891 0.9561 -4.1322  0.03
H: -2.0613 3.2432 -4.2228  0.13
H: -3.6195 3.7006 -2.6515  0.12
H: -3.2625 5.1340 -1.6687  0.13
H: -2.2755 3.3098 0.1097  0.11
H: -4.0244 3.5733 -0.0178  0.12
H: -4.2825 1.5785 -1.4997  0.06
H: -3.5897 1.2283 0.1446  0.06
C: 2.9317 -1.2037 0.9827  -0.04
O: 3.1941 -2.5271 0.5105  0.02
C: 4.1880 -2.6029 -0.3745  -0.59
O: 4.8411 -1.6742 -0.7834  0.09
O: 4.3341 -3.8784 -0.7296  0.01
C: 5.3748 -4.1079 -1.6837  -0.03
H: 2.1074 -1.2655 1.6896  0.10
H: 3.8035 -0.7997 1.4995  0.10
H: 2.6368 -0.5536 0.1623  0.06
H: 6.3413 -3.8124 -1.2766  0.10
H: 5.1709 -3.5764 -2.6125  0.10
H: 5.3999 -5.1744 -1.8941  0.09
C: 11.5145 -6.5066 -0.5148  -0.04
O: 10.1159 -6.5167 -0.8035  0.00
C: 9.3346 -6.3591 0.2673  -0.62
O: 9.7084 -6.2165 1.4014  0.13
O: 8.0619 -6.3870 -0.1417  0.00
C: 7.1065 -6.2279 0.9069  -0.04
H: 12.0402 -6.6420 -1.4570  0.09
H: 11.8111 -5.5518 -0.0822  0.10
H: 11.7754 -7.3268 0.1531  0.10
H: 7.2290 -5.2613 1.3953  0.10
H: 7.1902 -7.0357 1.6330  0.10
H: 6.1163 -6.2656 0.4579  0.09
C: -2.6265 -2.8263 0.3967  -0.04
O: -3.8639 -2.1798 0.6933  -0.01
C: -4.9202 -2.9927 0.7664  -0.62
O: -4.9126 -4.1848 0.6127  0.13
O: -5.9888 -2.2383 1.0395  -0.01
C: -7.2144 -2.9644 1.1524  -0.03
H: -1.8602 -2.0550 0.3674  0.07
H: -2.3664 -3.5475 1.1710  0.10
H: -2.6696 -3.3110 -0.5780  0.10
H: -7.1617 -3.6832 1.9694  0.10
H: -7.4520 -3.4663 0.2151  0.10
H: -7.9988 -2.2428 1.3708  0.09
C: -7.2085 0.7452 -0.4349  -0.04
O: -8.4962 0.3939 0.0730  -0.03
C: -9.5212 0.8258 -0.6679  -0.61
O: -9.4397 1.4580 -1.6871  0.13
O: -10.6524 0.4318 -0.0753  0.00
C: -11.8417 0.8264 -0.7615  -0.04
H: -6.4666 0.3396 0.2498  0.08
H: -7.0488 0.3064 -1.4198  0.10
H: -7.0918 1.8283 -0.4737  0.10
H: -11.8735 0.3891 -1.7587  0.10
H: -11.9111 1.9122 -0.8176  0.10
H: -12.6859 0.4512 -0.1880  0.09
C: 6.4949 0.3834 -0.5212  -0.05
O: 6.8764 1.6001 0.1329  0.00
C: 8.1788 1.8777 0.0619  -0.62
O: 9.0165 1.2091 -0.4862  0.12
O: 8.3937 3.0290 0.7070  0.00
C: 9.7564 3.4515 0.7113  -0.05
H: 5.4288 0.2689 -0.3970  0.05
H: 6.7189 0.4346 -1.5867  0.11
H: 6.9925 -0.4703 -0.0654  0.10
H: 10.1095 3.6226 -0.3052  0.10
H: 10.3853 2.7187 1.2162  0.10
H: 9.8028 4.3893 1.2600  0.09
C: -8.4006 1.3093 3.0444  -0.04
O: -7.7547 1.7111 4.2535  0.01
C: -6.5552 2.2645 4.0694  -0.62
O: -6.0107 2.4377 3.0078  0.11
O: -6.0618 2.5933 5.2654  0.01
C: -4.7708 3.2010 5.2207  -0.04
H: -9.3610 0.8754 3.3122  0.10
H: -8.5757 2.1687 2.3978  0.10
H: -7.8109 0.5551 2.5272  0.08
H: -4.8036 4.1341 4.6591  0.10
H: -4.0393 2.5193 4.7876  0.10
H: -4.4806 3.4199 6.2455  0.09

A cluster of 9 separate species, H18O9 in total, computed with ωB97M-V with the def2-TZVPD basis set.

Results
- E_tot (eV) = -18719.7463
- HOMO energy (eV) = -9.4
- M (g mol⁻¹) = 162.1
- frontier orbital gap (hartree) = 0.3338
- 2S+1 = 1
- LUMO (eV) = -0.346
- ΔE to the lowest compared entry with this formula, charge and spin (kcal/mol) = 55.10
- structure (SMILES) = O.O.O.O.O.O.O.O.O

Last column: Löwdin charge in e.
Atoms and positions in Å:
O: 1.4999 2.8111 -2.2522  -0.03
H: 1.5259 3.2631 -3.0912  0.03
H: 0.7789 2.2181 -2.4342  -0.02
O: 1.0499 0.0801 0.0018  -0.03
H: 0.1969 -0.1249 0.3428  -0.04
H: 0.8009 0.3261 -0.8692  0.00
O: 0.1979 -1.6869 3.0788  0.01
H: 1.0279 -1.2469 2.9638  0.07
H: 0.4229 -2.5609 2.8588  0.04
O: 0.5029 0.2541 -2.7972  -0.03
H: -0.1051 0.4361 -3.5322  0.10
H: 1.3359 0.1351 -3.2092  0.07
O: 0.5279 -2.8099 0.0638  -0.08
H: 0.8969 -1.9139 0.1498  0.00
H: 0.2569 -2.8459 -0.8602  -0.02
O: -1.1631 -0.3109 1.2748  -0.04
H: -1.8671 -0.8009 0.8118  0.10
H: -0.8021 -0.9269 1.8978  0.00
O: -0.7201 -2.2589 -2.2442  -0.04
H: -0.2191 -1.4519 -2.4342  0.01
H: -1.5251 -1.9769 -1.8182  0.05
O: -1.5931 1.9241 2.6858  -0.07
H: -1.8301 1.1811 2.0958  0.02
H: -2.2431 1.9061 3.4018  0.06
O: 0.5659 2.4131 1.3138  -0.07
H: 0.7499 1.6231 0.8128  -0.04
H: -0.2691 2.3451 1.7888  -0.04

A structure of composition C30H90CaCl2O40P10, computed with ωB97M-V with the def2-TZVPD basis set.

Results
- E_tot (eV) = -250870.5971
- HOMO energy (eV) = -8.7
- M (g mol⁻¹) = 1511.7
- frontier orbital gap (hartree) = 0.3314
- 2S+1 = 1
- LUMO (eV) = 0.280
- ΔE to the lowest compared entry with this formula, charge and spin (kcal/mol) = 7.83

Last column: Löwdin charge in e.
Atoms and positions in Å:
Ca: 0.1623 0.6594 1.9881  1.01
Cl: -0.2576 -1.6489 3.4191  -0.06
Cl: -0.7225 0.0346 -0.5909  -0.11
C: 2.6357 -3.8742 -2.6376  -0.05
O: 2.1532 -2.8083 -3.5362  -0.22
P: 3.0049 -1.5844 -3.9795  0.40
O: 2.1633 -0.8485 -4.9761  -0.25
O: 3.7130 -0.7556 -2.7810  -0.23
C: 2.6611 0.1292 -2.1802  -0.08
O: 4.4575 -2.2658 -4.4200  -0.25
C: 4.3671 -2.9672 -5.7232  -0.06
H: 3.2470 -3.3828 -1.7898  0.10
H: 3.3694 -4.5689 -3.0872  0.08
H: 1.8154 -4.5263 -2.2914  0.09
H: 1.8509 -0.5160 -1.7881  0.04
H: 2.2989 0.9350 -2.8763  0.10
H: 3.1515 0.5999 -1.3194  0.07
H: 5.3805 -2.9723 -6.0723  0.08
H: 3.7195 -2.3549 -6.2975  0.06
H: 4.0229 -3.9678 -5.6757  0.07
C: 6.3855 4.8231 -2.6790  -0.09
O: 5.6439 4.0416 -3.6590  -0.20
P: 4.9007 2.8054 -3.0510  0.34
O: 5.7914 1.9138 -2.3025  -0.22
O: 3.7111 3.4570 -2.1787  -0.22
C: 3.7800 3.6453 -0.7894  -0.11
O: 3.9862 2.1621 -4.1665  -0.23
C: 4.5450 1.3262 -5.3233  0.01
H: 7.2804 5.2440 -3.1964  0.10
H: 6.8590 4.2275 -1.8859  0.08
H: 5.8454 5.6628 -2.2388  0.09
H: 2.9366 3.0593 -0.4198  0.07
H: 3.6575 4.7289 -0.6289  0.10
H: 4.6943 3.2679 -0.3458  0.07
H: 5.0293 0.5258 -4.8094  0.06
H: 5.2698 1.8912 -5.8894  0.08
H: 3.6394 1.0772 -5.9369  0.10
C: -5.0931 -4.0238 -2.8789  -0.06
O: -4.0315 -4.6726 -2.0655  -0.22
P: -3.4219 -3.7027 -0.9350  0.40
O: -4.4098 -2.9349 -0.1073  -0.26
O: -2.5776 -4.8446 -0.1710  -0.22
C: -2.0343 -4.5358 1.0979  -0.11
O: -2.3876 -2.7133 -1.5373  -0.25
C: -1.2271 -3.0780 -2.3823  -0.04
H: -5.7596 -3.4865 -2.1537  0.08
H: -5.7615 -4.7958 -3.3502  0.11
H: -4.6847 -3.3075 -3.5629  0.05
H: -1.3532 -3.6535 1.0376  0.07
H: -1.4194 -5.3874 1.3821  0.08
H: -2.7781 -4.3469 1.8848  0.09
H: -0.7098 -2.1357 -2.4563  0.04
H: -1.5929 -3.5653 -3.2970  0.09
H: -0.6901 -3.8611 -1.8316  0.08
C: -1.3460 2.8254 6.8174  -0.03
O: -0.7798 2.3274 5.5428  -0.21
P: 0.6877 1.9037 5.4201  0.41
O: 1.0239 1.3676 4.0745  -0.35
O: 1.5444 3.2679 5.6484  -0.22
C: 3.0119 3.0774 5.6547  -0.05
O: 1.0511 0.9551 6.6900  -0.23
C: 1.1436 -0.4851 6.4690  -0.09
H: -0.9464 3.8173 7.0309  0.09
H: -1.2601 2.0938 7.6566  0.10
H: -2.4252 2.9329 6.5661  0.09
H: 3.3305 4.0974 5.7726  0.09
H: 3.3936 2.5148 4.8317  0.05
H: 3.2567 2.5785 6.5703  0.08
H: 0.8098 -0.9375 7.4331  0.10
H: 2.1380 -0.8138 6.1889  0.08
H: 0.4655 -0.8355 5.6939  -0.02
C: -8.6264 1.0167 1.0233  -0.09
O: -7.1911 0.9652 1.0222  -0.24
P: -6.3974 1.7857 -0.1560  0.39
O: -7.1292 2.9383 -0.7279  -0.24
O: -6.0019 0.8090 -1.3464  -0.21
C: -5.4911 -0.4727 -1.0152  -0.11
O: -5.0575 1.9367 0.6384  -0.24
C: -3.9218 2.3276 -0.1633  -0.07
H: -8.9518 -0.0235 1.1725  0.10
H: -9.0251 1.5044 0.1932  0.05
H: -8.8159 1.7218 1.8684  0.10
H: -4.7365 -0.5150 -0.2306  0.05
H: -5.0227 -0.7833 -1.9470  0.09
H: -6.2607 -1.1660 -0.7184  0.09
H: -4.2740 3.2612 -0.6879  0.10
H: -3.7389 1.5259 -0.9347  0.09
H: -3.0293 2.4169 0.4878  0.08
C: 3.9047 -1.1846 3.4182  0.01
O: 4.2709 0.2957 3.4476  -0.20
P: 3.8306 1.0750 2.1588  0.42
O: 2.5010 0.6405 1.5891  -0.35
O: 3.9142 2.6071 2.5771  -0.25
C: 5.0287 3.4980 2.6537  -0.06
O: 5.0150 1.0309 1.0772  -0.23
C: 5.3814 -0.1781 0.3720  -0.06
H: 4.0486 -1.6057 2.4435  0.05
H: 2.8485 -1.2786 3.7045  0.07
H: 4.4370 -1.5181 4.2337  0.07
H: 5.5298 3.2363 3.5518  0.08
H: 4.6893 4.5289 2.6769  0.09
H: 5.7321 3.3003 1.8410  0.09
H: 5.9744 -0.9256 0.9254  0.10
H: 5.8792 0.1261 -0.5716  0.09
H: 4.4639 -0.6590 0.1488  0.05
C: -2.4952 0.2121 -4.3865  -0.04
O: -3.2458 -1.0445 -4.6141  -0.24
P: -3.4907 -1.6079 -6.0861  0.39
O: -3.9355 -2.9977 -6.0533  -0.24
O: -4.4034 -0.5051 -6.8333  -0.24
C: -5.0456 -0.8610 -8.1269  -0.05
O: -2.0511 -1.3739 -6.8962  -0.26
C: -1.1130 -2.4267 -6.4187  -0.07
H: -3.1069 1.0869 -4.5317  0.08
H: -1.5771 0.1808 -4.9825  0.08
H: -2.1691 0.2022 -3.3169  0.07
H: -4.8861 0.0099 -8.7320  0.07
H: -6.1022 -1.1242 -7.9755  0.09
H: -4.4388 -1.6294 -8.6441  0.09
H: -1.7072 -3.2648 -5.9664  0.08
H: -0.5013 -1.8741 -5.7041  0.07
H: -0.6312 -2.7757 -7.3067  0.08
C: -3.4750 -0.9111 1.9433  -0.09
O: -4.0324 0.0443 2.8841  -0.22
P: -3.1521 1.1771 3.5857  0.41
O: -1.8517 1.3330 2.9264  -0.36
O: -3.9893 2.5194 3.4288  -0.20
C: -5.3936 2.6101 3.7100  -0.08
O: -3.1357 0.8239 5.1359  -0.22
C: -2.7609 -0.4342 5.7147  -0.06
H: -4.2993 -1.4245 1.4542  0.05
H: -2.8291 -1.6488 2.4904  0.05
H: -2.9341 -0.3479 1.1202  0.05
H: -5.8903 3.5435 3.4571  0.09
H: -5.5736 2.3643 4.7630  0.09
H: -5.8995 1.8512 3.1011  0.07
H: -2.3550 -1.0017 4.8924  0.01
H: -3.5652 -0.9896 6.0176  0.06
H: -1.9592 -0.3626 6.4588  0.09
C: 1.5566 -2.7208 0.7098  -0.06
O: 1.9024 -4.1778 0.5373  -0.24
P: 3.2029 -4.5907 1.3220  0.31
O: 4.3974 -3.8229 0.9861  -0.23
O: 2.9138 -4.5210 2.8809  -0.22
C: 1.7475 -5.1718 3.4890  -0.06
O: 3.2201 -6.1656 1.0463  -0.23
C: 4.1520 -6.7682 0.1447  -0.09
H: 2.2376 -2.2442 0.0388  0.06
H: 1.6194 -2.5310 1.8029  0.02
H: 0.5178 -2.5881 0.4232  0.04
H: 1.2673 -5.8719 2.8010  0.09
H: 0.9893 -4.5127 3.7618  0.03
H: 2.0684 -5.6275 4.4604  0.10
H: 5.1336 -6.7878 0.6117  0.08
H: 4.2310 -6.3057 -0.8423  0.08
H: 3.7994 -7.8281 0.1208  0.10
C: 1.5884 5.2140 1.8160  -0.06
O: 0.4831 5.2211 0.8869  -0.22
P: -0.6000 4.0574 0.8685  0.36
O: -0.0605 2.9021 1.5985  -0.35
O: -0.9825 3.8774 -0.6676  -0.23
C: -0.0406 3.3802 -1.6483  -0.07
O: -1.8644 4.6518 1.5446  -0.19
C: -2.7860 5.5782 0.8540  -0.02
H: 1.9809 4.1725 1.7883  0.08
H: 1.1485 5.4225 2.7904  0.10
H: 2.2408 5.9662 1.4429  0.08
H: -0.2759 2.3290 -1.8913  0.03
H: 0.9807 3.3687 -1.2474  0.06
H: -0.0376 4.1684 -2.4369  0.11
H: -3.7184 5.0945 0.6458  0.08
H: -2.2290 6.0030 0.0127  0.09
H: -2.8826 6.4204 1.4953  0.08

The molecule C3H4F2N2O, computed with ωB97M-V with the def2-TZVPD basis set.

Results
- E_tot (eV) = -13636.4415
- HOMO energy (eV) = -10.0
- M (g mol⁻¹) = 122.1
- frontier orbital gap (hartree) = 0.3420
- 2S+1 = 1
- LUMO (eV) = -0.690
- ΔE to the lowest compared entry with this formula, charge and spin (kcal/mol) = 38.52
- structure (SMILES) = [H]/N=C(/N)C(=O)C(F)F

Last column: Löwdin charge in e.
Atoms and positions in Å:
H: -1.3843 1.9097 -0.4767  0.06
N: -1.9149 0.9651 -0.4629  0.12
C: -0.9774 0.0866 0.0909  -0.35
N: -1.1633 -1.2850 0.3429  0.08
C: 0.3658 0.7815 0.1142  -0.26
O: 0.3791 1.9996 0.0112  0.10
C: 1.6009 -0.1072 0.3141  -0.23
F: 2.7092 0.4379 -0.1713  0.12
F: 1.1622 -1.0824 -0.6539  -0.03
H: -0.4270 -1.6942 -0.3057  0.10
H: -2.0513 -1.5179 -0.1335  0.10
H: 1.7010 -0.4938 1.3307  0.17

- What is the HOMO energy in the fourth record?
  -10.0 eV